Run one
This record from the Open Molecules 2025 dataset describes a cluster of 2 separate species, C4H14N2O in total. The level of theory is the ωB97M-V functional and the def2-TZVPD basis.

Calculated values
* HOMO-LUMO gap (alpha / beta): 2.413 / 9.050 eV
* 2S+1: 2
* charge: -1

Each line ends with the Mulliken spin population.
Cartesian coordinates (Å):
C -2.31442 0.37832 -1.38295  0.5724
N -1.81680 0.08713 -0.05157  -0.3058
C -0.43682 -0.45283 -0.02819  0.1725
C 0.51536 0.66247 0.54900  0.2264
N 0.87271 0.30106 1.92058  -0.1014
C 2.03655 1.03308 2.37273  0.0332
H -1.92941 1.33790 -1.70858  -0.0844
H -3.40428 0.47518 -1.44408  -0.0373
H -2.05538 -0.33793 -2.18236  -0.1905
H -2.40538 -0.68152 0.25324  0.0438
H -0.32050 -1.30681 0.62045  -0.0843
H -0.06581 -0.59089 -1.04030  0.4718
H 1.46731 0.61532 0.00497  -0.3121
H -0.05265 1.57765 0.33166  0.1212
H 0.11763 0.49960 2.56764  0.0052
H 2.26149 1.08377 3.43858  -0.0062
H 2.96969 0.54085 2.01183  0.0062
H 2.12655 2.05064 1.95796  -0.0030
H 1.38392 -2.90414 -2.44343  -0.2906
H 0.54277 -1.87969 -3.25996  -0.2205
O 0.50746 -2.48914 -2.48721  0.9832



Run two
This record from the Open Molecules 2025 dataset describes a cluster of 2 separate species, C4H14N2O in total. The level of theory is the ωB97M-V functional and the def2-TZVPD basis.

Calculated values
* HOMO-LUMO gap (alpha / beta): 2.781 / 8.577 eV
* 2S+1: 2
* charge: -1

Each line ends with the Mulliken spin population.
Cartesian coordinates (Å):
C 0.97032 -1.04776 -1.26320  0.3127
C -0.57644 -0.93933 -0.99994  0.2429
C -1.23045 -0.12903 0.20218  1.9492
C -0.02083 -1.33958 1.95469  1.3484
N -0.48709 -0.03573 1.43650  0.0093
N 1.64954 0.23926 -1.08994  0.1936
H 1.39674 -1.80591 -0.60939  -0.0932
H 0.95994 -1.33969 -2.32377  -0.0559
H -1.16284 -1.87397 -0.91790  -0.2553
H -0.83328 -0.40312 -1.92142  -0.1435
H -1.42059 0.90676 -0.08501  -0.2084
H -2.17852 -0.65496 0.39773  -0.3572
H 0.61895 -1.09077 2.80561  -0.6646
H 0.44614 -1.90160 1.14770  -0.0399
H -0.87126 -1.91452 2.30696  0.0004
H -0.86374 0.58931 2.14932  -0.9104
H 1.39297 0.85210 -1.85682  -0.1750
H 1.28612 0.69426 -0.25897  0.0207
H -0.07195 2.94694 0.57112  -0.2488
H -0.16971 1.78556 -0.31663  0.0617
O -0.19865 2.76431 -0.38029  0.0134



The data favor run one; the next most stable structure lies 1.5 kcal/mol above it.



Run one
This record from the Open Molecules 2025 dataset describes a cluster of 2 separate species, C4H2F2O in total. The level of theory is the ωB97M-V functional and the def2-TZVPD basis.

Calculated values
* HOMO-LUMO gap: 8.663 eV
* SMILES: O=C=C(F)F.C#C

Each line ends with the Mulliken charge.
Cartesian coordinates (Å):
O -2.25793 0.66476 -1.49145  -0.2957
C -1.11250 0.69686 -1.55986  0.6767
C 0.17472 0.74650 -1.28406  0.0396
F 1.03137 0.30874 -2.13999  -0.2176
F 0.81505 1.58061 -0.33930  -0.2111
C 0.65884 -1.44907 1.42057  -0.3812
C -0.01288 -0.63339 2.01026  -0.4092
H 1.23414 -2.07081 0.90105  0.4257
H -0.53081 0.15580 2.48279  0.3730



Run two
This record from the Open Molecules 2025 dataset describes an isolated molecule of C4H2F2O. The level of theory is the ωB97M-V functional and the def2-TZVPD basis.

Calculated values
* HOMO-LUMO gap (alpha / beta): 7.741 / 7.743 eV

Each line ends with the Mulliken charge.
Cartesian coordinates (Å):
C 0.75638 -0.40995 -0.01124  -0.4008
C -0.42636 -1.03377 0.00030  0.1664
C 2.02781 -1.13230 -0.05384  0.5404
C -1.24121 -1.98716 -0.48166  -0.1623
O 2.22661 -2.26032 -0.32504  -0.4212
F 3.14715 -0.30788 0.20420  -0.2607
F -2.13541 -2.45187 0.34443  -0.1119
H 0.77562 0.61104 0.10131  0.4046
H -1.15522 -0.31604 0.42238  0.2455



Run three
This record from the Open Molecules 2025 dataset describes a cluster of 2 separate species, C4H2F2O in total. The level of theory is the ωB97M-V functional and the def2-TZVPD basis.

Calculated values
* HOMO-LUMO gap (alpha / beta): 6.291 / 6.290 eV

Each line ends with the Mulliken charge.
Cartesian coordinates (Å):
C 1.28612 1.86553 -0.07239  -0.2447
C 0.64394 0.87184 0.50320  0.1632
C -0.30915 -0.13052 0.84226  -0.4441
C 0.82286 -0.67138 0.21048  0.8799
O -2.18308 0.10315 -0.80390  -0.6345
F 0.76524 -1.08411 -1.05108  -0.1678
F 1.93289 -1.15866 0.71267  -0.1970
H -1.29657 -0.26332 1.23531  0.3736
H -1.66226 0.46746 -1.57656  0.2715



The data favor run two; the next most stable structure lies 17.9 kcal/mol above it.